Formula: C4H8N4O
Source: the Open Molecules 2025 dataset
Level of theory: ωB97M-V with the def2-TZVPD basis set

Last columns: bonded neighbours and bond lengths (Å).
Element x y z (Å)
1 C 2.349 -1.200 0.059  C2 1.281, H10 1.094, H11 1.118
2 C 1.257 -0.546 -0.088  C1 1.281, C3 1.571, N9 1.355
3 C 1.029 1.008 -0.036  C2 1.571, N4 1.460, H12 1.088, H13 1.142
4 N -0.388 1.142 -0.359  C3 1.460, N5 1.396, C6 1.410
5 N -1.004 2.292 0.139  N4 1.396, H14 1.037, H15 0.989
6 C -0.985 -0.134 -0.308  N4 1.410, N7 1.295, N9 1.340
7 N -2.240 -0.438 -0.202  C6 1.295, O8 1.419
8 O -2.313 -1.826 0.080  N7 1.419, H16 0.954
9 N 0.015 -1.025 -0.338  C2 1.355, C6 1.340, H17 0.980
10 H 3.346 -0.758 0.140  C1 1.094
11 H 2.479 -2.307 0.139  C1 1.118
12 H 1.636 1.479 -0.806  C3 1.088
13 H 1.243 1.329 1.039  C3 1.142
14 H -1.762 2.116 0.823  N5 1.037
15 H -1.460 2.800 -0.577  N5 0.989
16 H -3.082 -1.937 0.633  O8 0.954
17 H -0.123 -1.995 -0.337  N9 0.980

Summary:
Maximum force, eV/A: 4.80
Relative energy (zero: lowest compared OMol25 entry of this formula, charge and spin), kJ/mol: 389.6
SMILES: C=C1CN(N)/C(=N/O)N1
Highest occupied orbital energy, eV: -8.3
Frontier orbital gap, eV: 9.2